Entry 1:
A gas-phase ion, C10H11BrFN2S (charge +1) at a distorted geometry, computed with ωB97M-V/def2-TZVPD.

Geometry as ORCA input:
```
! wB97M-V def2-TZVPD RIJCOSX def2/J DEFGRID3
* xyz 1 1
S 1.90981 1.48029 0.55180
C 2.28397 -1.21447 -0.36946
H -3.63656 -1.95817 1.22547
H 0.20946 -1.01477 -0.86320
H -0.23554 -3.14727 -1.31999
H 1.27160 -3.81859 -0.99490
C -0.57135 -0.57177 1.19358
C 2.67107 0.00044 0.14877
C -1.55690 -1.48440 1.29562
C -3.12053 0.10079 0.47066
C 1.04039 -1.67072 -0.79370
H -2.25372 1.94426 -0.18420
H -0.53560 3.45418 -0.62718
Br -4.93557 0.57387 -0.03305
H 3.73224 0.13016 0.31119
N 0.77729 -2.99246 -1.23862
H 0.62705 3.73786 0.47068
H 0.43918 -0.84930 1.53200
H 3.16493 -1.95168 -0.41604
C -2.11163 1.05561 0.37079
H -0.88158 3.32377 0.97348
C -0.81588 0.71259 0.65692
F -1.26975 -2.70383 1.77643
C 0.19640 1.71297 0.56393
C -2.88367 -1.28552 0.93988
N -0.18855 3.11337 0.24991
*
```

Kohn-Sham gap (spin up / spin down)	6.22 / 6.22	eV
HOMO energy (spin up / spin down)	-0.392 / -0.392	hartree

---

Entry 2:
A single C18H20N2O3S molecule, computed with ωB97M-V/def2-TZVPD.

Geometry as ORCA input:
```
! wB97M-V def2-TZVPD RIJCOSX def2/J DEFGRID3
* xyz 0 1
C 1.91405 -0.86143 -2.07714
H 2.57278 -1.70849 -2.14303
H -3.21943 2.99281 0.02070
C 0.22593 0.46445 -1.21045
C -0.86723 2.51579 2.38177
H -0.64142 1.09613 4.01126
O -1.04582 2.84992 -1.41296
C 2.00870 0.22006 -2.88338
H 3.56441 1.34539 -3.80187
H -4.11404 3.09729 4.20736
C -1.38015 2.09112 -0.52850
H 1.53009 -3.04121 1.98241
H -3.73208 4.12718 1.91674
C 0.87657 -0.75618 -1.10213
C 2.96688 0.45536 -3.99493
C -2.45453 2.37990 0.50459
C -3.44658 2.64304 3.47340
C 1.20832 -3.78084 -1.29818
N -1.90391 3.16889 1.59582
C 0.50528 -1.70698 -0.07396
H 2.43426 0.61095 -4.93230
C -2.91320 3.70102 2.49796
H -2.43696 4.50085 3.07286
H 2.71375 -6.56770 -0.12483
C 1.61114 -3.60821 1.06693
H -0.13036 2.05843 1.72170
C 1.13735 -3.04883 -0.11615
S 0.81708 1.44669 -2.48604
H 3.63182 -0.39788 -4.10480
H 0.79712 -3.37183 -2.20937
C 1.76907 -5.04492 -1.29509
H -4.00021 1.86441 2.92478
C -1.42971 1.47561 3.35988
H -0.37060 3.30297 2.95761
H 2.56484 -5.28805 1.97967
H -2.90926 1.42680 0.82246
H -1.00374 0.18415 0.34267
C 2.26878 -5.58365 -0.12044
H 1.81513 -5.61316 -2.21253
O -2.39695 2.05468 4.21243
O -0.30228 -1.42538 0.81473
N -0.79210 0.86918 -0.39487
C 2.18634 -4.86503 1.06100
H -1.87090 0.62761 2.81338
*
```

structure (SMILES)	Cc1cc(C(=O)c2ccccc2)c(NC(=O)CN2CCOCC2)s1
Kohn-Sham gap	8.13	eV
HOMO energy	-0.299	hartree

---

Entry 3:
2 unconnected molecules or ions with the total composition C2H3BrOS at a distorted geometry, computed with ωB97M-V/def2-TZVPD.

Geometry as ORCA input:
```
! wB97M-V def2-TZVPD RIJCOSX def2/J DEFGRID3
* xyz 0 3
H -0.86745 0.21097 -0.01505
C -1.35981 -0.72275 0.55304
S 1.33361 1.36249 -0.16562
O 0.37351 -2.18522 -0.45284
H 2.56779 1.49586 -0.48376
C -0.39204 -1.40623 -0.03655
Br -3.24329 -0.72838 -0.35706
H 1.58768 1.97327 0.95783
*
```

Kohn-Sham gap (spin up / spin down)	7.77 / 6.97	eV
HOMO energy (spin up / spin down)	-0.269 / -0.377	hartree
<S²>	2.012

---

Respective energy relative to the best compared isomer or geometry (same formula, charge and spin) values: 142.47 160.99 163.67 kJ/mol.